[1]
{"formula": "C4H8N2O", "method": "wB97M-V/def2-TZVPD", "elements": ["O", "C", "N", "C", "C", "C", "N", "H", "H", "H", "H", "H", "H", "H", "H"], "coordinates": [[-1.2287, 1.5622, 1.9952], [-0.6635, 0.8998, 1.1532], [0.6757, 0.4517, 1.3980], [1.4739, 0.2177, 0.2537], [0.3708, -1.1346, -0.6277], [-0.7342, -0.2211, -1.1411], [-1.2871, 0.5252, -0.0125], [0.6453, -0.5167, 1.7420], [1.6233, 1.1882, -0.2834], [2.4911, 0.0120, 0.6658], [-0.1781, -1.9780, -0.0963], [0.8918, -1.6621, -1.4291], [-1.5836, -0.7084, -1.6559], [-0.2796, 0.4490, -1.8733], [-2.2171, 0.9151, -0.0889]], "homo_ev": -9.2, "e_above_lowest_kcal_mol": 64.6, "gap_ev": 10.0208, "total_charge": 0, "lumo_ha": 0.031}


[2]
{"formula": "C39H79B2BrF5N5O13P2S2", "method": "wB97M-V/def2-TZVPD", "elements": ["C", "S", "O", "O", "C", "B", "O", "O", "C", "C", "C", "C", "C", "F", "F", "C", "F", "F", "F", "P", "S", "O", "C", "Br", "B", "O", "O", "C", "N", "C", "C", "N", "P", "O", "O", "O", "H", "H", "H", "H", "H", "H", "H", "H", "H", "H", "H", "H", "H", "H", "H", "H", "H", "H", "H", "H", "H", "H", "H", "H", "H", "C", "C", "C", "C", "C", "C", "N", "O", "C", "C", "C", "H", "H", "H", "H", "H", "H", "H", "H", "H", "H", "H", "H", "H", "H", "H", "H", "H", "H", "C", "C", "C", "C", "C", "C", "N", "O", "C", "C", "C", "H", "H", "H", "H", "H", "H", "H", "H", "H", "H", "H", "H", "H", "H", "H", "H", "H", "H", "C", "C", "C", "C", "C", "C", "N", "O", "C", "C", "C", "H", "H", "H", "H", "H", "H", "H", "H", "H", "H", "H", "H", "H", "H", "H", "H", "H", "H"], "coordinates": [[-5.5806, 1.4597, -0.5436], [-4.4689, 2.3778, 0.4797], [-5.2530, 2.7589, 1.6274], [-3.2751, 1.6237, 0.7550], [-3.9141, 3.9338, -0.4346], [-5.3116, 4.8351, -0.5386], [-6.4906, 4.1891, -0.3047], [-5.2526, 6.1257, -0.9458], [-3.3092, 3.5988, -1.8961], [-4.1446, 4.3055, -2.9700], [-3.5990, 4.2670, -4.4100], [-4.3161, 5.3838, -5.2047], [-4.4257, 5.0896, -6.6797], [-4.5713, 6.2482, -7.3707], [-3.3159, 4.4855, -7.1497], [-5.6475, 4.2332, -7.0634], [-5.6094, 3.8911, -8.3086], [-6.7443, 4.8984, -6.8454], [-5.6918, 3.1272, -6.3373], [-3.2553, 1.7642, -2.5615], [-1.9955, 1.3906, -3.9759], [-1.9743, 4.0468, -2.0388], [-1.0077, 3.7929, -1.0707], [-0.1220, 2.0237, -1.1709], [0.2336, 4.7796, -1.3466], [0.1669, 5.6011, -2.4421], [1.2569, 4.8720, -0.4548], [-1.5228, 3.9070, 0.3560], [-2.8422, 4.6496, 0.4526], [-3.1644, 4.6452, 1.9534], [-2.3015, 5.4764, 2.9024], [-1.0476, 4.8013, 3.2772], [-2.5614, 6.4297, 0.0232], [-3.5291, 7.2175, 0.7755], [-1.0468, 6.7155, 0.3280], [-2.5932, 6.5713, -1.5219], [-5.0598, 0.6204, -0.9966], [-6.3537, 1.1123, 0.1366], [-6.0301, 2.0650, -1.3248], [-6.9421, 4.3947, 0.5235], [-5.6800, 6.7630, -0.3529], [-4.2182, 5.3532, -2.7313], [-5.1316, 3.8311, -3.0140], [-3.8270, 3.3271, -4.8980], [-2.5332, 4.4701, -4.4240], [-3.8251, 6.3463, -5.0676], [-5.3273, 5.4926, -4.8055], [-4.5789, 1.6159, -2.9894], [-3.1092, 0.8887, -1.4804], [0.7947, 5.4075, -3.1487], [1.4205, 4.0520, 0.0313], [-1.6206, 2.9577, 0.8673], [-0.7751, 4.4432, 0.9252], [-4.2022, 4.9267, 2.0898], [-3.0729, 3.6229, 2.2983], [-2.1563, 6.5199, 2.6305], [-2.9303, 5.5272, 3.7936], [-0.9957, 4.6757, 4.2792], [-0.2324, 5.3534, 3.0401], [-0.6138, 6.2921, 1.0776], [-1.7401, 6.4365, -1.9820], [-1.3021, -3.1458, 1.3183], [-1.4209, -2.2747, 0.0435], [-2.6586, -2.6650, -0.7677], [-2.5204, -3.9969, -1.5010], [-1.2556, -4.0047, -2.3604], [0.0066, -3.6636, -1.5686], [-0.1972, -2.3860, -0.8093], [-0.0682, -1.3568, -1.5751], [0.3553, -4.8324, -0.6325], [1.1935, -3.4970, -2.5035], [-1.5606, -0.8348, 0.5000], [-1.5168, -2.5550, 2.2077], [-1.9904, -3.9914, 1.3211], [-0.2944, -3.5292, 1.4552], [-2.8543, -1.8823, -1.5114], [-3.5210, -2.6853, -0.0960], [-2.5069, -4.8249, -0.7879], [-3.3943, -4.1563, -2.1347], [-1.1193, -4.9824, -2.8255], [-1.3743, -3.2831, -3.1749], [1.1867, -4.5690, 0.0224], [0.6638, -5.6843, -1.2365], [-0.4759, -5.1675, -0.0167], [1.0085, -2.7536, -3.2752], [1.3998, -4.4456, -2.9976], [2.0887, -3.2015, -1.9551], [-0.6650, -0.5079, 1.0329], [-2.4101, -0.7491, 1.1754], [-1.7273, -0.1577, -0.3326], [7.3844, -2.8676, -0.7859], [6.9652, -3.2339, -2.2329], [8.0971, -2.9394, -3.2193], [8.3166, -1.4523, -3.4840], [7.0108, -0.7877, -3.9152], [5.8699, -1.0214, -2.9258], [5.7299, -2.4876, -2.6409], [5.1166, -3.0856, -3.6017], [6.1268, -0.2117, -1.6447], [4.5565, -0.5098, -3.5010], [6.6700, -4.7273, -2.2459], [7.5299, -3.7701, -0.1946], [8.3159, -2.3026, -0.7485], [6.6178, -2.2929, -0.2730], [7.8724, -3.4314, -4.1706], [9.0133, -3.3970, -2.8406], [8.7232, -0.9601, -2.5963], [9.0652, -1.3303, -4.2681], [7.1527, 0.2887, -4.0346], [6.7207, -1.1771, -4.8958], [5.3834, -0.4476, -0.8819], [6.0436, 0.8499, -1.8772], [7.1153, -0.3641, -1.2200], [4.3335, -0.9552, -4.4672], [4.6284, 0.5701, -3.6330], [3.7249, -0.7214, -2.8268], [5.8335, -4.9662, -1.5877], [7.5536, -5.2548, -1.8873], [6.4384, -5.0924, -3.2433], [-0.8698, -3.2066, 7.0991], [0.0603, -3.1478, 5.8598], [-0.0338, -4.4429, 5.0502], [0.6520, -5.6350, 5.7130], [2.0997, -5.2929, 6.0637], [2.2238, -4.0294, 6.9153], [1.4805, -2.9006, 6.2627], [2.1601, -2.3937, 5.2935], [1.7048, -4.3127, 8.3342], [3.6849, -3.6321, 7.0642], [-0.4166, -1.9889, 4.9985], [-1.7183, -2.5363, 6.9685], [-1.2702, -4.2045, 7.2766], [-0.3636, -2.8787, 8.0028], [0.4260, -4.2797, 4.0697], [-1.0885, -4.6626, 4.8677], [0.1038, -5.9452, 6.6064], [0.6320, -6.4882, 5.0333], [2.5660, -6.1207, 6.6013], [2.6677, -5.1596, 5.1379], [1.6805, -3.3983, 8.9279], [2.3831, -5.0101, 8.8238], [0.7171, -4.7657, 8.3590], [4.1736, -3.5045, 6.1016], [4.2084, -4.4168, 7.6095], [3.7813, -2.7012, 7.6238], [-0.3196, -1.0377, 5.5247], [-1.4701, -2.1360, 4.7562], [0.1346, -1.9210, 4.0628]], "spin_multiplicity": 4, "homo_ev": [-9.5, -10.5], "gap_ev": [6.7955, 7.8105], "total_charge": 1, "lumo_ha": [-0.098, -0.098]}


[3]
{"formula": "C3H4NOS2", "method": "wB97M-V/def2-TZVPD", "elements": ["C", "C", "C", "N", "O", "S", "S", "H", "H", "H", "H"], "coordinates": [[-0.7504, 0.6427, -0.9458], [1.8128, -0.9324, 1.5404], [-0.0900, 0.9775, 0.2467], [-1.4712, -0.5428, -0.9648], [2.3205, -0.2865, 2.4388], [1.7542, -1.9723, 0.4069], [-0.9535, 1.6530, -2.2993], [0.3302, 2.0546, 0.3383], [-0.2642, 0.5432, 1.2203], [-1.2880, -1.1725, -0.1168], [-1.4005, -0.9645, -1.8647]], "homo_ev": -2.6, "e_above_lowest_kcal_mol": 33.2, "gap_ev": 5.3199, "total_charge": -1, "lumo_ha": 0.101}


[4]
{"formula": "H2N2O3", "method": "wB97M-V/def2-TZVPD", "elements": ["O", "N", "N", "O", "O", "H", "H"], "coordinates": [[0.9541, 1.2025, 0.7072], [-0.0211, 1.3426, -0.0419], [-0.7779, 0.7208, -0.6807], [-1.7619, 0.6422, -1.3172], [0.2476, -1.2048, 0.2691], [0.8554, -0.5989, 0.7908], [0.5038, -2.1045, 0.2727]], "smiles": "O=NN=O.O", "homo_ev": [-10.2, -10.2], "e_above_lowest_kcal_mol": 20.7, "gap_ev": [9.2539, 9.2545], "total_charge": 0, "lumo_ha": [-0.033, -0.033]}


[5]
{"formula": "C2H2NPS", "method": "wB97M-V/def2-TZVPD", "elements": ["C", "C", "N", "P", "S", "H", "H"], "coordinates": [[-0.4440, -1.1995, 0.0576], [0.5366, 1.1952, 0.0369], [1.6073, -1.1646, 0.0485], [-0.9996, 0.3512, 0.0807], [1.9695, 0.3141, 0.0235], [-0.7772, -2.2048, -0.0022], [0.6244, 2.2677, -0.0126]], "homo_ev": [-9.0, -9.0], "e_above_lowest_kcal_mol": 96.2, "gap_ev": [8.5673, 8.5660], "total_charge": 0, "lumo_ha": [-0.015, -0.015]}


[6]
{"formula": "C2H7FN2", "method": "wB97M-V/def2-TZVPD", "elements": ["C", "N", "F", "H", "H", "C", "N", "H", "H", "H", "H", "H"], "coordinates": [[-0.0150, -2.1174, -1.2916], [-0.4426, -0.9304, -1.2773], [0.3359, -0.0221, -2.1869], [-0.4359, -2.7457, -0.6968], [1.0412, -2.3311, -1.7140], [0.7825, -0.3075, 1.2670], [1.3867, -1.6073, 1.1987], [0.7532, 0.0725, 0.2037], [-0.2123, -0.1718, 1.6600], [1.4892, 0.3899, 1.7516], [1.2814, -1.9408, 1.9627], [0.8586, -2.3765, 0.9074]], "smiles": "C=NF.CN", "homo_ev": -10.0, "e_above_lowest_kcal_mol": 136.7, "gap_ev": 10.8309, "total_charge": 0, "lumo_ha": 0.029}


no.,calculated total energy (hartree)
1,-341.90075
2,-7387.28280
3,-1043.10046
4,-336.23201
5,-871.55338
6,-289.58250